Entry 1:
Entry from the OMol25 dataset: a molecular structure, C7H6CoN2O3 (ωB97M-V/def2-TZVPD).

The geometry in XYZ format:
```
19
Properties=species:S:1:pos:R:3
O 2.511 -3.300 1.929
C 2.128 -2.410 1.285
Co 1.479 -1.076 0.352
C 1.796 -1.661 -1.254
C 2.643 0.155 0.753
O 1.937 -2.080 -2.325
O 3.368 0.992 1.074
C -1.831 -0.466 1.182
C -1.234 0.402 0.154
N -0.015 0.406 -0.358
C 0.020 1.443 -1.304
C -1.208 2.038 -1.327
N -1.991 1.382 -0.411
H -2.163 0.171 2.003
H -2.690 -0.968 0.735
H -1.068 -1.179 1.504
H 0.872 1.718 -1.906
H -1.576 2.858 -1.910
H -2.981 1.576 -0.174
```

Multiplicity ... 4
Total charge ... +2
LUMO level (alpha / beta) ... -7.765 / -12.501 eV
Gap between HOMO and LUMO (alpha / beta) ... 0.365 / 0.235 Ha

Here are the Löwdin charges for atoms 1 to 4, given in e:
1. O 0.23
2. C -0.06
3. Co 0.34
4. C -0.08



Entry 2:
Entry from the OMol25 dataset: 14 unconnected molecules or ions with the total composition C5H41N3O13 (ωB97M-V/def2-TZVPD).

The geometry in XYZ format:
```
62
Properties=species:S:1:pos:R:3
C -1.928 -2.249 -0.323
C -0.550 -2.770 -0.646
C -0.065 -2.073 -1.908
C 1.035 -0.969 -1.659
N 0.591 0.431 -1.247
C 1.571 1.363 -1.802
N 1.137 2.792 -1.812
N -3.107 -3.013 -0.894
H -2.073 -1.283 -0.820
H -2.207 -2.170 0.729
H -0.727 -3.852 -0.895
H 0.100 -2.677 0.226
H 0.468 -2.721 -2.585
H -0.852 -1.572 -2.420
H 1.628 -1.295 -0.795
H 1.556 -0.919 -2.604
H -0.390 0.581 -1.569
H 2.528 1.366 -1.245
H 1.793 1.171 -2.866
H 0.718 3.003 -0.917
H 0.486 3.009 -2.546
H -3.605 -3.441 -0.136
H -2.737 -3.766 -1.496
H -2.570 2.572 -0.138
H -2.600 1.993 -1.589
O -2.473 2.813 -1.073
H -2.592 -0.471 -2.547
H -3.050 0.916 -3.132
O -2.313 0.429 -2.747
H 1.870 -2.659 3.888
H 2.585 -1.439 2.953
O 1.987 -1.746 3.632
H -0.137 0.628 0.685
H -1.317 1.328 1.278
O -0.357 1.302 1.363
H -4.002 0.997 1.348
H -3.165 -0.275 1.074
O -3.272 0.663 0.822
H 1.647 5.129 0.386
H 1.152 3.786 1.130
O 1.518 4.656 1.213
H -2.545 -1.798 2.968
H -3.817 -1.026 3.279
O -3.182 -1.191 2.568
H 1.579 1.779 3.159
H 1.087 2.448 1.959
O 1.884 2.429 2.514
H 2.765 0.416 0.216
H 3.502 1.138 1.383
O 3.562 0.410 0.751
H -0.701 0.619 -4.337
H 0.408 1.427 -3.966
O 0.126 0.926 -4.747
H 4.114 0.957 -2.562
H 4.577 0.610 -1.150
O 4.292 0.199 -1.994
H -0.027 -4.200 2.722
H 0.760 -4.233 1.382
O 0.775 -4.525 2.300
H 0.170 -1.191 3.956
H -0.758 -0.068 3.504
O -0.771 -0.979 3.820
```

LUMO level ... -0.129 eV
Gap between HOMO and LUMO ... 0.352 Ha

Here are the Löwdin charges for atoms 1 to 4, given in e:
1. C -0.27
2. C -0.18
3. C -0.16
4. C -0.16